{"formula": "C5H10N2O2", "method": "the ωB97M-V functional and the def2-TZVPD basis", "mol_weight_g_mol": 130.15, "homo_lumo_gap_ev": 8.610, "smiles": "C=NC(=O)O.C=CNC", "e_tot_ev": -12421.26619, "lumo_energy_ev": 0.8, "homo_ev": -7.8, "largest_force_ev_per_a": 0.94, "e_above_lowest_ev": 2.206, "symbols": ["C", "N", "C", "O", "O", "H", "H", "H", "H", "H", "C", "C", "C", "N", "H", "H", "H", "H", "H"], "coordinates": [[0.47, -0.31, 2.51], [0.90, -0.72, 1.19], [0.25, 1.79, -1.37], [0.41, 2.08, -2.67], [1.17, 1.70, -0.59], [1.35, 2.23, -2.86], [1.29, 0.03, 0.63], [0.16, -1.19, 3.07], [-0.36, 0.40, 2.48], [1.31, 0.16, 3.02], [0.19, -1.66, 0.49], [-1.88, 0.83, -0.86], [0.21, -1.82, -0.83], [-1.06, 1.76, -1.01], [-0.38, -2.33, 1.12], [-2.87, 1.08, -0.51], [-1.64, -0.22, -1.06], [0.79, -1.17, -1.47], [-0.30, -2.64, -1.30]], "mulliken_charge": [-0.91, -0.21, 0.71, -0.46, -0.61, 0.35, 0.30, 0.32, 0.29, 0.32, 0.19, -0.27, -1.15, -0.32, 0.28, 0.29, 0.29, 0.29, 0.31]}